{
  "formula": "C27H61BI2NO11",
  "method": "ωB97M-V/def2-TZVPD",
  "symbols": ["C", "C", "I", "C", "I", "C", "C", "C", "N", "C", "C", "C", "B", "O", "O", "H", "H", "H", "H", "H", "H", "H", "H", "H", "H", "H", "H", "H", "H", "H", "H", "H", "H", "H", "C", "O", "C", "C", "O", "C", "C", "O", "C", "H", "H", "H", "H", "H", "H", "H", "H", "H", "H", "H", "H", "H", "H", "C", "O", "C", "C", "O", "C", "C", "O", "C", "H", "H", "H", "H", "H", "H", "H", "H", "H", "H", "H", "H", "H", "H", "C", "O", "C", "C", "O", "C", "C", "O", "C", "H", "H", "H", "H", "H", "H", "H", "H", "H", "H", "H", "H", "H", "H"],
  "coordinates": [[1.73495, -0.37817, 3.43812], [2.71178, -1.42439, 2.90617], [2.36089, -3.20829, 4.04010], [2.50808, -1.63479, 1.38287], [2.67198, -3.66182, 0.65654], [3.33148, -0.73111, 0.43639], [2.56105, 0.59371, 0.19634], [3.41239, 1.80454, -0.13839], [4.59686, 2.00072, 0.78466], [4.85846, 0.82076, 1.68774], [4.78952, -0.43447, 0.83236], [5.59744, -1.60619, 1.43413], [6.64311, -2.17481, 0.37525], [7.96259, -2.30958, 0.67772], [6.27989, -2.40933, -0.92314], [0.71882, -0.58844, 3.10868], [1.74036, -0.34535, 4.52348], [1.99266, 0.62468, 3.08608], [3.72451, -1.12009, 3.13866], [1.45874, -1.42081, 1.19154], [3.35897, -1.24997, -0.51703], [1.86974, 0.81526, 1.00630], [1.92834, 0.45002, -0.67824], [3.76283, 1.75478, -1.16713], [2.79406, 2.69589, -0.06987], [5.42788, 2.12713, 0.20804], [4.50593, 2.85389, 1.33160], [5.84192, 0.96133, 2.12778], [4.09971, 0.85144, 2.46496], [5.28276, -0.15750, -0.10818], [4.95606, -2.39418, 1.82018], [6.16699, -1.24222, 2.29442], [8.12954, -2.34310, 1.61819], [5.41906, -2.82286, -1.01113], [-3.36173, -1.55509, 0.09816], [-3.47669, -0.18503, 0.44237], [-2.65026, 0.26402, 1.49181], [-1.71036, 1.39239, 1.10510], [-0.77588, 1.12819, 0.06957], [-1.23319, 0.90202, -1.25661], [-1.92314, 2.05722, -1.95871], [-3.12084, 2.47562, -1.34819], [-3.19772, 3.83096, -0.95773], [-4.23740, -2.10695, 0.44973], [-3.32547, -1.63790, -0.99041], [-2.45849, -2.00953, 0.51234], [-2.08084, -0.56790, 1.92124], [-3.29536, 0.65907, 2.28677], [-1.09410, 1.58083, 1.99079], [-2.25760, 2.31642, 0.91512], [-1.83037, -0.00806, -1.31865], [-0.31951, 0.71181, -1.83007], [-2.16180, 1.69972, -2.96827], [-1.22474, 2.89506, -2.06712], [-2.20747, 4.28434, -0.85942], [-3.70071, 3.88516, 0.00944], [-3.78297, 4.40562, -1.67984], [-7.00563, -0.75623, 1.75212], [-6.36105, -1.66193, 2.62740], [-5.67412, -1.09553, 3.72224], [-6.16401, -1.55381, 5.08449], [-7.50786, -1.27025, 5.40781], [-8.56049, -1.93743, 4.73485], [-8.70766, -3.42453, 4.99304], [-7.60445, -4.20242, 4.57309], [-6.97287, -4.98388, 5.56366], [-6.44687, -0.68571, 0.81455], [-8.00340, -1.13620, 1.52301], [-7.10604, 0.23941, 2.18912], [-5.69809, -0.00150, 3.67088], [-4.62146, -1.40384, 3.65138], [-5.58099, -0.98200, 5.81311], [-5.92147, -2.60473, 5.25434], [-8.54917, -1.72588, 3.66432], [-9.46837, -1.47743, 5.13370], [-9.58742, -3.75071, 4.42486], [-8.92265, -3.59417, 6.05307], [-7.19048, -4.62078, 6.57117], [-5.89291, -4.93728, 5.40723], [-7.28469, -6.02933, 5.48632], [1.53427, 3.25449, -7.12953], [2.92777, 3.13828, -6.92260], [3.46463, 3.81204, -5.80975], [4.18009, 2.91582, -4.81386], [3.41285, 1.89645, -4.19074], [2.89846, 0.82475, -4.96906], [3.90497, -0.11338, -5.60978], [4.75227, 0.49869, -6.55318], [6.14200, 0.39540, -6.32276], [1.32987, 3.93704, -7.95778], [1.13592, 2.27267, -7.39302], [1.01649, 3.61258, -6.23600], [2.69106, 4.39224, -5.29502], [4.21616, 4.52346, -6.17394], [4.47933, 3.57374, -3.99128], [5.10239, 2.51355, -5.23534], [2.17344, 1.18233, -5.70056], [2.33880, 0.21465, -4.25308], [3.31692, -0.88162, -6.12730], [4.48764, -0.61976, -4.83131], [6.36675, 0.16365, -5.27785], [6.60694, 1.35048, -6.57402], [6.58040, -0.37604, -6.96055]],
  "atomic_forces_ev_per_a": [[0.06, 0.24, -0.01], [-0.47, -0.08, -0.23], [0.11, 0.10, 0.51], [0.03, -0.05, 0.10], [0.08, -0.06, -0.44], [-0.08, 0.29, 0.05], [0.02, -0.21, -0.08], [-0.61, 0.16, -0.30], [0.29, -0.14, -0.04], [-0.13, 0.03, -0.05], [0.02, -0.17, -0.04], [0.26, 0.14, 0.15], [-0.04, -0.02, -0.02], [-0.13, -0.22, -0.28], [0.29, -0.20, 0.00], [-0.06, -0.06, 0.02], [0.03, -0.01, 0.07], [0.00, 0.03, -0.04], [0.13, -0.27, 0.06], [-0.06, -0.12, -0.11], [0.10, 0.02, -0.09], [0.09, 0.06, 0.08], [-0.20, 0.08, 0.06], [0.32, -0.05, 0.04], [0.06, 0.11, 0.02], [0.03, 0.04, -0.03], [-0.13, 0.02, 0.05], [0.04, 0.07, 0.05], [0.02, 0.02, 0.10], [0.04, -0.02, -0.05], [-0.07, -0.06, -0.02], [-0.06, -0.01, 0.12], [0.21, 0.23, 0.25], [-0.33, 0.15, -0.09], [-0.26, 0.03, -0.08], [0.25, -0.02, -0.03], [-0.19, -0.01, 0.06], [-0.04, 0.18, 0.11], [0.30, -0.04, 0.06], [-0.02, -0.17, -0.07], [-0.04, 0.09, -0.17], [0.09, -0.11, 0.22], [-0.09, 0.00, -0.07], [0.06, -0.03, 0.09], [0.00, 0.00, 0.01], [0.02, 0.01, 0.02], [0.04, -0.04, -0.07], [0.08, -0.02, 0.09], [0.02, 0.02, -0.01], [-0.12, -0.13, -0.15], [-0.15, 0.12, 0.09], [0.00, -0.01, -0.01], [0.10, 0.03, -0.04], [-0.01, 0.03, 0.08], [0.02, 0.00, 0.01], [-0.02, -0.01, -0.02], [0.05, 0.04, -0.02], [0.05, -0.16, -0.17], [-0.11, 0.03, 0.12], [0.16, 0.01, -0.11], [0.11, -0.15, 0.13], [-0.03, 0.16, 0.12], [-0.09, 0.06, -0.14], [-0.14, -0.13, 0.01], [0.13, 0.20, 0.00], [-0.02, -0.07, -0.07], [0.01, 0.13, 0.02], [0.00, -0.01, 0.03], [0.01, 0.00, 0.02], [-0.10, 0.01, -0.02], [0.04, 0.09, 0.07], [0.00, -0.02, 0.02], [-0.11, -0.04, -0.20], [0.17, -0.14, -0.01], [-0.01, 0.02, -0.02], [-0.06, 0.02, 0.08], [0.09, 0.00, 0.02], [0.00, 0.01, 0.01], [-0.01, -0.02, -0.02], [-0.03, 0.00, 0.06], [0.05, 0.03, -0.11], [0.00, -0.21, 0.14], [-0.02, 0.17, -0.09], [0.19, 0.01, 0.00], [0.00, -0.01, 0.31], [-0.18, -0.02, -0.05], [0.03, -0.18, -0.06], [-0.06, 0.23, 0.13], [0.00, -0.05, -0.11], [-0.03, 0.04, 0.04], [0.01, 0.00, -0.01], [0.00, -0.01, 0.02], [-0.06, -0.07, 0.01], [-0.02, 0.07, 0.09], [0.01, 0.00, 0.00], [-0.14, -0.08, -0.17], [0.18, 0.07, -0.11], [-0.02, 0.00, 0.00], [0.00, -0.07, 0.09], [0.06, 0.07, 0.01], [0.00, 0.00, 0.02], [-0.01, -0.01, -0.03], [0.02, -0.04, 0.05]],
  "charge": 1,
  "energy_ev": -69868.78082,
  "gap_ev": 7.1,
  "fmax_ev_per_a": 0.70,
  "lumo_ev": -3.2
}